# C23H58B2FNO22PS6

A cluster of 6 separate species, C23H58B2FNO22PS6 in total (ωB97M-V/def2-TZVPD, the Open Molecules 2025 dataset).

ORCA input file:
```
! wB97M-V def2-TZVPD RIJCOSX def2/J DEFGRID3
* xyz 1 1
C -0.16 -3.38 -1.11
O -0.89 -3.23 0.11
C -0.45 -3.97 1.19
C 0.29 -3.05 2.24
O 0.20 -1.70 1.88
C -0.21 -3.31 3.66
F -1.47 -3.47 3.95
N 0.69 -3.35 4.57
B 0.38 -3.63 6.06
O -0.09 -4.84 6.41
O 0.49 -2.59 6.89
C 2.02 -3.04 3.93
C 2.24 -1.53 4.13
P 3.46 -3.90 4.71
O 3.27 -5.44 4.35
O 4.69 -3.46 3.79
S 3.69 -3.58 6.58
C 1.74 -3.48 2.47
B 2.85 -3.18 1.34
C 3.38 -4.34 0.42
O 3.29 -1.91 1.21
H -0.70 -4.03 -1.79
H 0.84 -3.78 -0.93
H -0.05 -2.39 -1.56
H 0.21 -4.79 0.88
H -1.32 -4.44 1.66
H -0.72 -1.40 1.88
H 0.06 -5.56 5.79
H 0.77 -2.85 7.78
H 2.30 -1.31 5.19
H 3.16 -1.20 3.65
H 1.42 -0.96 3.69
H 2.78 -5.62 3.54
H 5.07 -2.64 4.14
H 1.62 -4.57 2.53
H 2.70 -5.19 0.41
H 4.33 -4.72 0.80
H 3.53 -4.00 -0.60
H 4.14 -1.88 0.73
O 7.22 -2.36 -2.85
S 5.82 -2.15 -3.07
O 4.88 -2.91 -2.30
O 5.50 -2.31 -4.60
C 5.98 -3.50 -5.28
C 5.14 -4.72 -4.98
C 5.44 -0.44 -2.94
H 7.03 -3.65 -5.02
H 5.94 -3.24 -6.34
H 5.25 -5.04 -3.95
H 5.46 -5.55 -5.62
H 4.09 -4.52 -5.17
H 6.13 0.12 -3.55
H 5.55 -0.17 -1.89
H 4.41 -0.28 -3.26
O 0.08 2.54 -1.84
S -0.11 1.76 -0.66
O -1.40 1.24 -0.33
O 0.46 2.54 0.58
C 0.00 3.91 0.79
C -1.39 3.96 1.40
C 1.04 0.43 -0.64
H 0.05 4.45 -0.16
H 0.74 4.35 1.46
H -2.14 3.59 0.71
H -1.64 4.98 1.67
H -1.43 3.34 2.30
H 2.04 0.82 -0.82
H 0.75 -0.26 -1.43
H 0.97 -0.05 0.33
O -4.26 5.30 2.25
S -5.60 5.80 2.14
O -6.62 5.27 3.00
O -6.06 5.70 0.63
C -5.96 4.41 -0.03
C -7.10 3.49 0.33
C -5.60 7.55 2.26
H -4.98 3.97 0.20
H -5.97 4.66 -1.09
H -7.04 3.17 1.37
H -7.05 2.59 -0.29
H -8.05 3.98 0.17
H -4.85 7.95 1.58
H -5.35 7.80 3.29
H -6.59 7.92 2.01
O 2.61 4.49 -4.48
S 1.74 3.94 -5.48
O 2.18 2.82 -6.24
O 1.28 5.11 -6.45
C 2.31 5.95 -7.03
C 3.03 5.27 -8.18
C 0.17 3.58 -4.77
H 3.00 6.25 -6.24
H 1.78 6.83 -7.37
H 3.62 4.43 -7.84
H 3.69 5.99 -8.67
H 2.31 4.90 -8.91
H -0.17 4.45 -4.21
H 0.32 2.74 -4.10
H -0.52 3.33 -5.57
O -7.04 -1.60 1.37
S -6.26 -0.65 2.09
O -6.02 0.64 1.53
O -4.86 -1.32 2.46
C -4.13 -1.95 1.38
C -3.44 -0.94 0.48
C -6.87 -0.47 3.73
H -4.81 -2.59 0.82
H -3.41 -2.59 1.88
H -4.17 -0.35 -0.08
H -2.80 -1.45 -0.22
H -2.85 -0.24 1.07
H -7.01 -1.45 4.16
H -7.82 0.05 3.64
H -6.17 0.13 4.30
*
```

Molecular weight (g mol⁻¹): 964.7
LUMO level (eV): -3.9
Largest force on an atom (hartree/bohr): 0.01964
HOMO energy (eV): -11.9779
Total energy (eV): -149695.715
Frontier orbital gap (eV): 8.044

***

# C88H112F21N10O14

A cluster of 12 separate species, C88H112F21N10O14 in total (ωB97M-V/def2-TZVPD, the Open Molecules 2025 dataset).

ORCA input file:
```
! wB97M-V def2-TZVPD RIJCOSX def2/J DEFGRID3
* xyz 3 1
C -16.79 11.75 26.77
N -16.69 11.40 25.40
C -17.17 12.16 24.40
C -17.01 11.75 23.06
C -16.34 10.52 22.79
C -15.76 9.83 23.84
C -16.01 10.25 25.12
C -16.39 9.99 21.36
C -15.68 10.46 20.28
C -15.90 9.97 18.98
N -16.70 8.87 18.88
C -17.25 8.27 19.92
C -17.18 8.86 21.18
C -16.92 8.18 17.58
H -17.69 12.33 26.93
H -15.86 12.29 26.98
H -16.74 10.84 27.37
H -17.81 12.94 24.78
H -17.49 12.26 22.24
H -15.18 8.94 23.66
H -15.52 9.80 25.97
H -15.09 11.35 20.45
H -15.62 10.33 18.01
H -17.71 7.32 19.70
H -17.77 8.32 21.91
H -16.96 8.98 16.84
H -17.79 7.52 17.55
H -15.98 7.64 17.50
C -27.49 8.73 33.32
N -26.10 8.78 32.83
C -25.51 10.05 32.80
C -24.22 10.15 32.33
C -23.68 9.05 31.67
C -24.35 7.79 31.60
C -25.54 7.67 32.27
C -22.39 9.23 30.90
C -21.41 8.19 30.97
C -20.37 8.21 30.04
N -20.29 9.10 29.08
C -21.19 10.04 28.95
C -22.16 10.25 29.95
C -19.20 9.02 28.10
H -28.05 9.25 32.53
H -27.56 9.13 34.33
H -27.79 7.69 33.34
H -26.05 10.87 33.25
H -23.61 11.03 32.43
H -23.84 7.00 31.07
H -26.21 6.82 32.27
H -21.69 7.46 31.72
H -19.68 7.38 29.95
H -21.15 10.57 28.01
H -22.78 11.14 29.89
H -19.74 8.81 27.17
H -18.41 8.33 28.38
H -18.67 9.97 28.01
C -11.28 3.90 33.84
N -11.53 4.64 32.65
C -12.35 4.14 31.70
C -12.31 4.71 30.43
C -11.60 5.93 30.23
C -10.87 6.43 31.24
C -10.93 5.84 32.52
C -11.54 6.57 28.87
C -11.68 7.95 28.71
C -11.70 8.52 27.43
N -11.53 7.76 26.33
C -11.50 6.37 26.41
C -11.48 5.80 27.66
C -11.60 8.41 25.02
H -10.48 4.26 34.49
H -11.01 2.89 33.50
H -12.20 3.92 34.42
H -12.93 3.28 32.02
H -12.84 4.18 29.66
H -10.37 7.36 31.01
H -10.33 6.20 33.35
H -11.62 8.69 29.49
H -11.73 9.59 27.29
H -11.54 5.88 25.45
H -11.39 4.72 27.66
H -10.70 8.85 24.60
H -12.33 9.22 25.06
H -12.07 7.70 24.34
C -15.61 2.99 37.68
N -15.37 3.86 36.48
C -14.23 4.54 36.37
C -14.12 5.54 35.39
C -15.13 5.70 34.42
C -16.20 4.85 34.49
C -16.33 3.99 35.58
C -15.11 6.69 33.33
C -14.79 8.03 33.63
C -14.73 8.94 32.63
N -14.96 8.53 31.35
C -15.14 7.24 30.96
C -15.32 6.29 31.96
C -14.87 9.52 30.22
H -14.67 2.52 37.97
H -16.32 2.27 37.28
H -15.92 3.66 38.49
H -13.53 4.45 37.18
H -13.21 6.13 35.40
H -16.94 4.84 33.70
H -17.21 3.39 35.77
H -14.63 8.16 34.69
H -14.50 9.98 32.79
H -15.35 7.06 29.91
H -15.49 5.26 31.67
H -15.66 9.37 29.48
H -13.87 9.50 29.78
H -15.01 10.48 30.72
C -10.43 2.35 25.08
N -11.20 2.02 23.84
C -10.55 1.40 22.81
C -11.21 1.30 21.59
C -12.50 1.80 21.47
C -13.14 2.33 22.56
C -12.44 2.46 23.78
C -13.15 1.82 20.17
C -14.42 1.33 19.98
C -14.93 1.27 18.70
N -14.24 1.65 17.60
C -13.01 2.17 17.69
C -12.42 2.27 19.02
C -14.88 1.64 16.23
H -9.36 2.38 24.88
H -10.57 1.64 25.89
H -10.70 3.33 25.48
H -9.50 1.28 23.04
H -10.76 0.81 20.74
H -14.09 2.82 22.39
H -12.80 2.93 24.68
H -15.01 0.88 20.77
H -15.90 0.85 18.49
H -12.57 2.61 16.80
H -11.48 2.80 19.08
H -15.85 1.15 16.34
H -14.19 1.14 15.55
H -14.92 2.68 15.90
C -15.00 1.20 33.25
O -15.26 2.15 32.19
O -14.00 1.81 34.06
C -16.32 0.71 33.96
F -17.30 1.65 34.14
F -16.93 -0.39 33.33
F -16.04 0.36 35.20
C -16.29 1.87 31.23
C -16.15 2.85 30.10
H -16.67 2.64 29.17
H -16.74 3.76 30.20
H -15.12 3.21 30.01
H -17.30 1.95 31.63
H -16.27 0.89 30.77
H -14.49 0.40 32.71
C -16.65 1.59 24.80
O -15.35 1.24 25.25
O -16.54 1.39 23.39
C -17.96 0.91 25.40
F -17.99 -0.44 25.27
F -18.04 0.98 26.72
F -19.09 1.46 24.92
C -15.09 1.38 26.65
C -13.51 1.58 26.91
H -12.91 0.80 26.43
H -13.00 2.52 26.70
H -13.31 1.45 27.97
H -15.47 0.56 27.27
H -15.61 2.21 27.14
H -16.83 2.64 25.01
C -21.02 10.99 25.03
O -21.42 9.78 25.66
O -20.04 11.50 25.94
C -20.63 10.84 23.48
F -21.79 10.49 22.94
F -20.32 11.91 22.85
F -19.73 9.89 23.09
C -22.75 9.36 25.68
C -22.78 7.99 26.35
H -22.59 8.22 27.40
H -23.76 7.53 26.25
H -22.02 7.36 25.88
H -23.19 9.24 24.69
H -23.37 10.04 26.27
H -21.93 11.58 25.17
C -19.50 4.58 31.57
O -20.10 4.96 30.29
O -18.98 5.83 32.04
C -20.42 3.65 32.55
F -20.44 2.33 32.19
F -19.97 3.65 33.79
F -21.71 4.15 32.63
C -19.41 4.65 29.10
C -20.28 5.07 27.89
H -20.78 6.03 28.03
H -19.70 5.20 26.97
H -21.04 4.33 27.61
H -19.27 3.58 28.98
H -18.43 5.10 28.96
H -18.67 3.92 31.31
C -15.28 6.68 26.60
O -16.66 7.08 26.32
O -14.70 7.70 27.39
C -15.14 5.12 26.90
F -14.95 4.38 25.83
F -14.11 4.76 27.63
F -16.19 4.63 27.58
C -17.21 6.69 25.04
C -18.56 7.35 25.05
H -18.50 8.44 25.04
H -19.16 7.07 24.18
H -19.28 6.98 25.77
H -17.43 5.62 25.04
H -16.64 6.98 24.16
H -14.78 6.81 25.63
C -14.70 5.57 20.40
O -16.11 5.49 20.82
O -14.71 6.02 19.05
C -13.96 6.31 21.58
F -12.77 6.66 21.15
F -14.58 7.37 22.02
F -13.82 5.45 22.63
C -16.50 4.45 21.72
C -17.88 4.76 22.24
H -18.63 4.60 21.46
H -18.28 4.17 23.06
H -17.89 5.80 22.56
H -15.91 4.33 22.63
H -16.54 3.46 21.27
H -14.24 4.59 20.35
C -21.49 6.96 18.89
O -21.82 6.42 20.19
O -20.14 6.70 18.68
C -22.57 6.37 17.83
F -22.34 5.12 17.61
F -23.82 6.45 18.30
F -22.57 7.01 16.69
C -21.28 7.13 21.34
C -21.90 6.48 22.62
H -21.71 5.42 22.48
H -21.51 6.92 23.54
H -22.99 6.53 22.68
H -21.45 8.20 21.33
H -20.20 7.09 21.41
H -21.75 8.02 18.87
*
```

Molecular weight (g mol⁻¹): 1932.9
LUMO level (eV): -8.0
Largest force on an atom (hartree/bohr): 0.10431
HOMO energy (eV): -9.0795
Total energy (eV): -193662.339
Frontier orbital gap (eV): 1.046

***

# C16H22N2RuSbSe4Te

A structure of composition C16H22N2RuSbSe4Te (ωB97M-V/def2-TZVPD, the Open Molecules 2025 dataset).

ORCA input file:
```
! wB97M-V def2-TZVPD RIJCOSX def2/J DEFGRID3
* xyz 1 5
Ru -0.21 -1.48 -0.20
N -2.33 -0.26 0.28
C -3.64 -0.33 -0.45
C -4.21 -1.72 -0.35
C -3.31 -2.81 -0.98
C -2.35 -3.73 -0.23
N -1.46 -3.02 0.72
H -2.52 -0.53 1.24
H -2.01 0.70 0.33
H -3.48 -0.05 -1.53
H -4.37 0.43 -0.06
H -5.14 -1.75 -0.95
H -4.56 -1.99 0.68
H -2.77 -2.30 -1.81
H -4.04 -3.48 -1.46
H -1.68 -4.29 -0.93
H -2.99 -4.46 0.31
H -0.75 -3.69 1.02
H -2.01 -2.70 1.52
Se 1.66 -2.48 2.15
Sb 2.07 -3.00 -0.30
Se -0.07 -2.37 -2.51
Se 1.41 -0.60 -2.11
Se 0.78 -5.09 -0.40
Te 0.90 0.29 1.25
C 2.95 0.65 0.71
C 3.94 -0.20 1.22
C 5.30 0.02 0.85
C 5.67 1.05 0.01
C 4.68 1.89 -0.49
C 3.31 1.68 -0.20
C 0.22 2.23 0.56
C 0.54 3.31 1.42
C 0.12 4.60 1.05
C -0.61 4.81 -0.11
C -0.84 3.74 -0.98
C -0.41 2.46 -0.67
H 3.64 -0.99 1.89
H 6.05 -0.68 1.18
H 6.68 1.23 -0.31
H 4.93 2.73 -1.13
H 2.55 2.29 -0.61
H 1.08 3.13 2.35
H 0.34 5.44 1.71
H -1.05 5.77 -0.39
H -1.44 3.88 -1.87
H -0.58 1.66 -1.41
*
```

Molecular weight (g mol⁻¹): 908.6
LUMO level (spin up / spin down) (eV): -4.2 / -5.5
Largest force on an atom (hartree/bohr): 0.04174
HOMO energy (spin up / spin down) (eV): -10.8986 / -10.7816
Total energy (eV): -297720.121
Relative energy (zero: lowest compared OMol25 entry of this formula, charge and spin) (kJ/mol): 0.00
Frontier orbital gap (spin up / spin down) (eV): 6.728 / 5.317

***

# C2H8OS2

A cluster of 2 separate species, C2H8OS2 in total (ωB97M-V/def2-TZVPD, the Open Molecules 2025 dataset).

ORCA input file:
```
! wB97M-V def2-TZVPD RIJCOSX def2/J DEFGRID3
* xyz 0 1
C 0.84 -1.61 0.98
S -0.63 -2.13 0.06
S -1.90 -0.71 0.17
C -1.63 0.52 -1.11
H 1.29 -0.71 0.36
H 0.55 -1.26 2.07
H 1.49 -2.53 1.30
H -2.64 0.83 -1.35
H -0.91 1.23 -0.77
H -1.05 0.19 -2.05
H 2.08 1.68 -0.18
H 1.20 2.73 0.28
O 1.30 1.78 0.23
*
```

Molecular weight (g mol⁻¹): 112.2
LUMO level (eV): 0.6
Structure (SMILES): CSSC.O
Largest force on an atom (hartree/bohr): 0.10667
HOMO energy (eV): -8.5243
Total energy (eV): -25920.600
Relative energy (zero: lowest compared OMol25 entry of this formula, charge and spin) (kJ/mol): 128.85
Frontier orbital gap (eV): 9.076